No. 1
110
Properties=species:S:1:pos:R:3:mulliken_charge:R:1 method="wB97M-V/def2-TZVPD" max_force_ev_per_a=2.2 charge=-2 e_tot_ha=-4650.64490 relative_energy_kj_mol=0.0 homo_lumo_gap_ev=4.538
Cs -0.44 -2.08 -1.08 1.160
C 5.48 -1.42 1.45 -1.291
N 4.54 -1.16 2.53 1.091
C 4.39 -2.32 3.39 -1.247
C 3.66 -3.49 2.73 -1.440
N 2.25 -3.58 3.04 0.815
C 1.61 -4.61 2.24 -1.108
C 1.92 -3.70 4.44 0.194
C 2.89 -4.16 5.33 -0.159
C 2.68 -4.19 6.71 -0.891
C 1.46 -3.76 7.19 -0.494
C 0.47 -3.36 6.31 -0.721
C 0.63 -3.34 4.91 -0.050
S -0.72 -2.93 3.90 -0.409
C 4.75 0.10 3.18 0.159
C 5.09 0.15 4.53 -0.267
C 5.25 1.36 5.20 -0.905
C 5.09 2.54 4.50 -0.571
C 4.78 2.50 3.15 -0.829
C 4.60 1.30 2.44 0.340
S 4.20 1.35 0.74 -0.433
H 6.37 -1.96 1.83 0.253
H 5.79 -0.48 1.00 0.508
H 5.03 -2.02 0.66 0.224
H 3.85 -2.03 4.29 0.849
H 5.39 -2.67 3.72 0.245
H 4.18 -4.44 2.97 0.212
H 3.74 -3.38 1.65 0.627
H 0.53 -4.59 2.40 0.236
H 2.00 -5.62 2.49 0.305
H 1.82 -4.42 1.18 0.326
H 3.85 -4.47 4.95 0.227
H 3.47 -4.53 7.37 0.356
H 1.26 -3.75 8.26 0.332
H -0.50 -3.04 6.69 0.362
H 5.23 -0.77 5.08 0.381
H 5.49 1.36 6.26 0.356
H 5.19 3.50 5.00 0.332
H 4.65 3.42 2.59 0.372
N -3.51 0.58 1.67 0.379
C -4.58 0.32 0.85 0.715
C -5.91 0.73 0.88 -1.271
C -6.73 0.25 -0.13 -0.449
C -6.24 -0.62 -1.11 -0.739
C -4.92 -1.02 -1.13 -0.501
C -4.08 -0.53 -0.13 0.108
N -2.73 -0.76 0.08 -0.109
C -2.42 -0.08 1.16 -0.453
C -1.11 0.01 1.81 -0.311
C -0.85 0.70 2.95 -0.469
S 0.80 0.55 3.36 -0.177
C 1.04 -0.43 1.98 -0.094
N -0.03 -0.62 1.26 0.259
H -3.49 1.18 2.48 0.194
H -6.29 1.40 1.65 0.385
H -7.77 0.55 -0.15 0.374
H -6.92 -0.98 -1.88 0.424
H -4.55 -1.71 -1.88 0.568
H -1.53 1.26 3.58 0.293
H 2.02 -0.85 1.76 0.546
N -1.37 4.43 -2.57 -0.013
C -1.96 5.31 -1.65 -0.028
C -2.36 6.57 -2.05 -0.579
C -2.93 7.45 -1.13 -0.558
C -3.13 7.05 0.18 -0.676
C -2.74 5.77 0.57 -0.559
C -2.14 4.90 -0.33 0.665
S -1.58 3.31 0.19 0.063
N -1.31 2.48 -1.25 -0.192
C -1.20 3.07 -2.36 0.515
C -0.87 2.27 -3.59 0.452
C -1.10 2.75 -4.87 -0.801
C -0.72 1.98 -5.96 -0.835
C -0.13 0.75 -5.73 -0.912
C 0.04 0.34 -4.42 0.030
N -0.32 1.08 -3.37 0.149
H -1.20 4.79 -3.49 0.131
H -2.21 6.88 -3.08 0.338
H -3.23 8.44 -1.45 0.358
H -3.58 7.72 0.90 0.362
H -2.89 5.44 1.59 0.381
H -1.61 3.69 -5.05 0.460
H -0.90 2.33 -6.96 0.437
H 0.20 0.11 -6.54 0.493
H 0.48 -0.64 -4.20 0.405
N 5.13 0.55 -2.86 -0.354
C 3.82 0.27 -3.09 0.542
O 3.44 -0.74 -3.64 -0.640
C 2.85 1.30 -2.55 1.269
I 2.94 3.17 -3.59 -0.019
H 5.77 -0.21 -3.00 0.270
H 5.36 1.23 -2.15 0.188
H 3.07 1.53 -1.52 -0.612
H 1.83 0.96 -2.65 -0.653
O -1.70 -4.60 -2.90 -0.737
C -1.40 -3.51 -3.41 -0.481
O -0.30 -2.91 -3.39 -0.729
C -2.56 -2.72 -4.03 0.957
C -3.59 -3.36 -4.70 -0.732
C -4.63 -2.63 -5.25 -0.541
C -4.63 -1.25 -5.08 -0.212
C -3.64 -0.58 -4.39 -0.230
C -2.60 -1.34 -3.86 0.448
N -5.74 -0.47 -5.67 1.046
O -6.63 -1.07 -6.24 -0.665
O -5.70 0.74 -5.56 -0.637
H -3.57 -4.44 -4.78 0.496
H -5.44 -3.10 -5.79 0.513
H -3.69 0.49 -4.25 0.675
H -1.81 -0.85 -3.31 -0.369



No. 2
110
Properties=species:S:1:pos:R:3:mulliken_charge:R:1 method="wB97M-V/def2-TZVPD" max_force_ev_per_a=0.7 charge=-1 e_tot_ha=-10902.36279 relative_energy_kj_mol=42.4 homo_lumo_gap_ev=4.057
K 0.44 -0.25 -0.70 2.188
Br -3.49 2.70 4.35 -0.137
C -3.31 2.08 2.57 -0.429
C -2.78 2.93 1.61 -0.775
C -2.69 2.41 0.33 -0.313
N -3.06 1.17 -0.01 0.512
C -3.48 0.34 0.95 0.865
C -3.66 0.79 2.27 -0.912
C -3.58 -1.09 0.66 0.124
C -4.03 -2.04 1.61 -1.111
C -3.60 -3.32 1.58 -0.710
Br -4.23 -4.58 2.85 -0.223
C -2.60 -3.70 0.65 -0.160
C -2.23 -2.82 -0.30 -0.026
N -2.88 -1.58 -0.44 0.785
H -2.46 3.94 1.84 0.443
H -2.30 3.03 -0.47 0.077
H -4.01 0.14 3.05 0.434
H -4.71 -1.72 2.39 0.661
H -2.11 -4.66 0.68 0.636
H -1.49 -3.04 -1.05 -0.342
O 3.05 -0.71 6.65 -0.569
C 3.09 -0.02 5.46 0.477
O 3.26 1.19 5.53 -0.612
C 2.89 -0.77 4.24 0.860
C 3.19 -0.11 3.03 -0.987
C 2.84 -0.63 1.83 0.531
C 2.17 -1.91 1.71 0.747
C 2.01 -2.65 2.95 -1.536
C 2.33 -2.07 4.15 -0.955
N 1.77 -2.27 0.52 -0.025
C 1.29 -3.54 0.19 -0.893
C 0.77 -3.78 -1.06 -0.008
C 0.29 -5.10 -1.46 -1.160
C -0.27 -5.30 -2.67 -0.285
C -0.38 -4.22 -3.60 -1.155
C 0.09 -3.00 -3.18 -0.196
N 0.63 -2.73 -1.98 0.274
H 3.01 -1.65 6.44 0.300
H 3.71 0.84 3.08 0.779
H 3.06 -0.09 0.91 0.078
H 1.52 -3.61 2.93 0.204
H 2.06 -2.61 5.05 0.065
H 1.34 -4.38 0.88 0.165
H 0.40 -5.91 -0.75 0.426
H -0.62 -6.29 -2.95 0.365
H -0.81 -4.35 -4.59 0.409
H 0.03 -2.14 -3.86 0.420
N 1.73 2.64 2.78 0.060
C 2.83 3.33 2.22 -0.510
C 3.92 3.64 3.03 -0.366
C 5.00 4.34 2.50 -0.671
C 5.02 4.69 1.16 -0.701
C 3.95 4.33 0.35 -0.583
C 2.85 3.67 0.87 0.762
S 1.50 3.20 -0.17 -0.084
N 0.69 2.03 0.75 -0.039
C 0.87 1.90 2.00 -0.973
C 0.06 0.88 2.74 0.508
C -0.15 1.00 4.11 -0.677
C -0.86 0.00 4.76 -1.351
C -1.31 -1.08 4.03 -1.363
C -1.07 -1.09 2.66 -0.517
N -0.43 -0.13 2.02 2.888
H 1.94 2.23 3.68 0.142
H 3.91 3.33 4.07 0.490
H 5.83 4.58 3.15 0.392
H 5.86 5.22 0.75 0.368
H 3.96 4.57 -0.71 0.401
H 0.22 1.84 4.67 0.638
H -1.03 0.06 5.83 0.438
H -1.84 -1.91 4.50 0.577
H -1.38 -1.94 2.06 0.260
N 3.70 -1.51 -1.49 0.057
C 3.53 -0.63 -2.46 0.149
N 4.45 -0.57 -3.45 -0.762
C 4.24 0.38 -4.34 0.312
N 5.17 0.52 -5.33 -0.410
N 3.21 1.24 -4.37 -0.702
C 2.35 1.06 -3.38 -0.620
N 2.45 0.19 -2.39 0.252
C 1.13 1.94 -3.38 0.641
C 1.16 3.18 -4.00 -0.748
C 0.04 3.98 -3.94 -0.893
C -1.09 3.51 -3.29 -0.525
C -1.04 2.25 -2.71 0.199
N 0.04 1.47 -2.76 0.288
H 4.41 -2.21 -1.63 0.291
H 2.92 -1.73 -0.83 -0.172
H 5.80 -0.25 -5.46 0.265
H 4.89 1.04 -6.14 0.254
H 2.07 3.49 -4.50 0.523
H 0.04 4.96 -4.40 0.395
H -1.99 4.11 -3.21 0.530
H -1.89 1.84 -2.18 -0.226
C -4.31 1.69 -3.11 -1.211
Ge -4.27 -0.18 -2.53 0.638
C -4.30 -1.29 -4.14 -1.427
C -5.90 -0.48 -1.50 -1.381
C -2.75 -0.90 -1.58 -0.171
H -5.21 1.81 -3.71 0.522
H -3.45 1.95 -3.72 0.300
H -4.36 2.36 -2.25 0.316
H -5.16 -1.06 -4.77 0.409
H -4.34 -2.34 -3.87 0.385
H -3.39 -1.13 -4.73 0.384
H -6.75 -0.32 -2.17 0.466
H -5.98 0.22 -0.67 0.368
H -5.95 -1.49 -1.11 0.353
H -1.96 -1.34 -2.20 0.556



No. 3
108
Properties=species:S:1:pos:R:3:mulliken_charge:R:1 method="wB97M-V/def2-TZVPD" max_force_ev_per_a=0.5 charge=-1 e_tot_ha=-3990.38891 homo_lumo_gap_ev=6.436
Sn -0.06 1.32 -1.28 2.145
C -1.68 3.99 3.98 -1.225
C -1.81 3.87 2.50 0.889
C -2.47 4.70 1.62 -1.463
C -2.31 4.10 0.36 -0.155
N -1.59 2.99 0.47 0.202
N -1.29 2.85 1.78 0.342
B -0.51 1.62 2.29 -1.267
N -1.18 0.32 1.78 -0.268
N -1.44 0.01 0.48 1.268
C -2.18 -1.10 0.50 0.225
C -2.40 -1.51 1.82 -1.077
C -1.75 -0.59 2.60 0.330
C -1.74 -0.50 4.09 -1.518
C -2.85 -1.70 -0.66 -0.235
C -2.82 -1.14 -2.06 1.158
C -4.00 -1.81 -2.77 -1.104
C -3.49 -3.13 -3.24 -0.620
C -4.27 -3.04 -1.94 -0.429
C -3.57 -2.82 -0.64 -1.146
N 1.00 1.72 1.96 0.613
N 1.47 1.81 0.70 0.160
C 2.78 2.06 0.78 -0.492
C 3.17 2.09 2.12 -1.240
C 2.01 1.87 2.84 0.898
C 1.85 1.83 4.32 -1.314
C 3.61 2.24 -0.42 0.368
C 4.96 1.90 -0.38 -0.469
C 5.75 2.02 -1.52 -0.702
C 5.19 2.48 -2.71 -0.479
C 3.86 2.84 -2.75 -0.970
C 3.08 2.75 -1.60 0.137
C -2.85 4.54 -0.93 0.277
C -3.08 5.89 -1.18 -0.594
C -3.60 6.30 -2.40 -0.675
C -3.90 5.37 -3.38 -0.388
C -3.67 4.03 -3.14 -0.532
C -3.17 3.61 -1.93 0.115
H -2.24 4.86 4.31 0.366
H -0.64 4.12 4.28 0.152
H -2.07 3.11 4.49 0.176
H -3.01 5.60 1.86 0.517
H -0.57 1.62 3.48 -0.171
H -2.98 -2.35 2.16 0.487
H -2.34 -1.31 4.50 0.418
H -2.15 0.45 4.44 0.273
H -0.73 -0.59 4.50 0.133
H -2.83 -0.05 -2.10 0.246
H -4.78 -1.24 -3.27 0.376
H -3.99 -3.65 -4.05 0.558
H -5.25 -3.51 -1.93 0.491
H -3.69 -3.49 0.20 0.537
H 4.16 2.25 2.52 0.520
H 2.83 1.85 4.79 0.422
H 1.33 0.92 4.65 0.159
H 1.28 2.68 4.68 0.149
H 5.39 1.50 0.53 0.298
H 6.79 1.74 -1.48 0.378
H 5.80 2.55 -3.60 0.389
H 3.40 3.20 -3.66 0.363
H 2.05 3.08 -1.65 0.852
H -2.82 6.62 -0.42 0.382
H -3.76 7.36 -2.58 0.372
H -4.29 5.70 -4.34 0.374
H -3.88 3.29 -3.91 0.397
H -3.01 2.56 -1.74 0.516
S 0.43 2.68 -4.44 -0.419
C -0.18 1.11 -4.52 0.179
N -0.81 0.48 -3.54 -0.149
C -1.07 -0.83 -3.83 -1.722
C -1.56 -1.72 -2.75 1.251
C -1.96 -3.14 -3.25 0.121
C -1.45 -3.51 -4.62 -1.373
C -0.91 -2.64 -5.47 -0.274
C -0.74 -1.25 -5.07 1.216
S 0.00 0.07 -5.93 -0.363
H -0.76 -1.80 -2.01 -0.509
H -1.59 -3.88 -2.54 0.427
H -1.57 -4.55 -4.91 0.485
H -0.58 -2.95 -6.45 0.376
C -0.99 -4.71 4.12 -1.499
C 0.32 -4.41 3.45 0.986
C 1.23 -3.52 4.00 -0.474
C 2.44 -3.26 3.37 -0.391
C 2.75 -3.92 2.20 -0.091
C 1.84 -4.80 1.62 -0.597
C 0.63 -5.03 2.24 -0.676
S 4.34 -3.72 1.44 1.389
O 5.10 -2.77 2.19 -0.696
O 4.85 -5.05 1.25 -0.763
N 4.05 -3.08 -0.04 -0.398
C 4.08 -1.62 -0.17 -0.356
C 3.35 -1.24 -1.46 -0.554
C 1.85 -1.51 -1.30 0.167
O 1.48 -2.65 -1.04 -0.797
O 1.08 -0.51 -1.48 -0.299
H -0.99 -4.39 5.16 0.367
H -1.20 -5.78 4.10 0.443
H -1.81 -4.21 3.61 0.165
H 1.00 -3.03 4.94 0.304
H 3.16 -2.58 3.80 0.543
H 2.08 -5.30 0.69 0.404
H -0.08 -5.72 1.80 0.391
H 3.16 -3.42 -0.42 0.379
H 5.12 -1.30 -0.22 0.389
H 3.62 -1.12 0.69 0.426
H 3.73 -1.87 -2.27 0.391
H 3.52 -0.20 -1.70 -0.289



No. 4
108
Properties=species:S:1:pos:R:3:mulliken_charge:R:1 method="wB97M-V/def2-TZVPD" s2=0.76 max_force_ev_per_a=0.6 multiplicity=2 charge=-1 e_tot_ha=-6076.79409 relative_energy_kj_mol=284.2 homo_lumo_gap_ev="5.762 / 5.787"
Ir 0.11 -0.02 0.22 2.142
Cl 0.58 5.02 -0.36 -0.265
C 1.75 3.92 0.30 0.819
C 3.00 4.42 0.67 -0.436
C 3.96 3.60 1.19 0.545
Cl 5.50 4.28 1.69 -0.315
C 3.73 2.22 1.33 0.745
C 4.65 1.29 1.88 -1.207
C 4.31 -0.03 1.94 -1.249
C 3.07 -0.46 1.45 -0.679
N 2.19 0.39 0.96 0.488
C 2.47 1.71 0.92 -0.231
C 1.41 2.57 0.44 -0.819
O 0.24 2.11 0.19 -1.055
H 3.20 5.48 0.56 0.488
H 5.61 1.64 2.23 0.458
H 5.00 -0.76 2.35 0.544
H 2.78 -1.50 1.44 0.705
C -5.57 -3.48 0.77 -0.931
N -5.21 -2.52 -0.24 0.339
C -6.10 -1.87 -1.08 -0.931
C -5.37 -1.08 -1.89 -0.406
N -4.03 -1.23 -1.53 0.629
C -3.93 -2.13 -0.51 0.244
S -2.57 -2.74 0.24 -0.549
C -2.99 -0.50 -2.22 -0.127
C -3.14 -0.44 -3.58 -0.938
C -2.28 0.46 -4.28 -0.586
C -1.34 1.16 -3.63 -1.266
C -1.11 0.98 -2.16 0.216
N -2.12 0.16 -1.45 -0.262
H -6.43 -4.06 0.42 0.358
H -5.82 -2.99 1.71 0.278
H -4.72 -4.14 0.93 0.311
H -7.16 -2.01 -1.02 0.460
H -5.66 -0.39 -2.65 0.494
H -3.89 -1.02 -4.10 0.497
H -2.41 0.60 -5.35 0.376
H -0.72 1.88 -4.15 0.549
H -0.98 1.94 -1.65 0.582
C -0.02 0.03 -1.69 0.205
Ge 0.66 -1.38 -2.90 0.409
C -0.42 -3.00 -2.83 0.575
C -1.46 -3.23 -3.72 0.042
C -2.27 -4.35 -3.60 -0.968
C -2.04 -5.26 -2.58 -0.524
C -1.02 -5.04 -1.67 -0.727
C -0.22 -3.91 -1.79 -0.435
C 0.90 -0.76 -4.75 0.660
C 1.37 0.54 -4.98 -0.369
C 1.64 0.99 -6.27 -0.773
C 1.43 0.15 -7.35 -0.527
C 0.98 -1.15 -7.14 -0.691
C 0.73 -1.59 -5.85 -0.418
C 2.53 -1.77 -2.44 0.694
C 3.05 -3.06 -2.50 -0.514
C 4.41 -3.29 -2.33 -0.717
C 5.28 -2.22 -2.14 -0.581
C 4.77 -0.93 -2.11 -0.782
C 3.41 -0.71 -2.25 -0.186
H -1.66 -2.51 -4.51 0.518
H -3.08 -4.51 -4.30 0.385
H -2.67 -6.14 -2.48 0.372
H -0.86 -5.72 -0.85 0.359
H 0.55 -3.73 -1.04 0.349
H 1.53 1.21 -4.15 0.423
H 1.99 2.00 -6.42 0.409
H 1.63 0.50 -8.36 0.378
H 0.83 -1.81 -7.98 0.416
H 0.39 -2.61 -5.70 0.318
H 2.40 -3.90 -2.68 0.308
H 4.80 -4.30 -2.37 0.416
H 6.34 -2.39 -2.02 0.379
H 5.44 -0.09 -1.98 0.430
H 3.03 0.30 -2.23 0.243
C -1.57 3.67 2.32 -1.258
C -1.78 2.18 2.35 0.711
N -2.24 -0.33 3.55 -0.411
O -2.54 1.57 1.65 -0.523
H -1.73 4.09 3.31 0.346
H -2.24 4.11 1.59 0.370
H -0.54 3.88 2.02 0.091
H -2.17 -1.31 3.79 0.498
H -2.63 -0.30 2.61 0.253
C -2.10 0.16 6.51 -1.516
C -0.75 0.67 6.02 -1.101
C -0.12 0.01 4.78 2.107
C 1.37 0.48 4.68 -1.204
C 1.64 1.96 4.40 -0.865
C 0.04 -1.50 4.96 -0.353
O 0.05 -2.07 6.03 -0.710
N 0.26 -2.16 3.78 0.334
C 0.35 -1.54 2.52 -0.382
O 0.89 -2.18 1.60 -0.773
N -0.12 -0.31 2.36 0.712
C -0.90 0.22 3.46 -0.961
O -1.00 1.64 3.31 -0.099
H -2.34 0.65 7.46 0.456
H -2.08 -0.91 6.69 0.259
H -2.89 0.38 5.80 0.347
H -0.02 0.56 6.83 0.431
H -0.82 1.74 5.80 0.318
H 1.89 -0.11 3.93 0.265
H 1.82 0.22 5.65 0.559
H 1.29 2.25 3.41 -0.149
H 2.72 2.13 4.44 0.422
H 1.18 2.61 5.14 0.387
H 0.48 -3.14 3.81 0.351